C27H34NO7Ti | wB97M-V/def2-TZVPD

Charge = -1
Lowest unoccupied orbital energy (spin up / spin down) = 2.2 / 2.2 eV
Spin multiplicity = 1
Kohn-Sham gap (spin up / spin down) = 3.3 / 3.3 eV
Calculated total energy = -2480.2236 hartree

Atoms and positions in Å:
C (0.341, -0.256, -7.434)
C (-0.012, -0.855, -6.063)
C (-0.037, 1.258, -7.363)
C (-1.054, 1.338, -6.226)
H (-0.490, 1.558, -8.311)
H (0.862, 1.861, -7.198)
C (-1.286, -0.075, -5.679)
H (0.829, -0.653, -5.377)
H (-0.135, -1.946, -6.136)
C (-1.518, 0.095, -4.188)
H (-2.141, -0.581, -6.155)
H (-2.012, 1.726, -6.599)
C (-0.659, 2.165, -4.945)
C (1.741, -0.546, -7.915)
C (-0.457, -0.961, -8.537)
O (-1.183, -0.398, -9.342)
O (2.693, -0.854, -7.212)
O (1.792, -0.492, -9.262)
O (-0.202, -2.287, -8.579)
C (-0.886, -2.937, -9.659)
H (-0.802, -4.001, -9.451)
H (-0.399, -2.681, -10.611)
H (-1.934, -2.607, -9.705)
C (3.075, -0.875, -9.732)
H (3.837, -0.315, -9.182)
H (3.074, -0.621, -10.790)
H (3.244, -1.951, -9.585)
O (-0.966, 1.344, -3.752)
H (-1.024, -0.696, -3.594)
H (-2.611, 0.085, -3.987)
C (-1.485, 3.449, -4.965)
C (0.823, 2.531, -4.809)
H (1.110, 3.231, -5.609)
H (1.451, 1.629, -4.844)
H (0.957, 3.012, -3.829)
H (-1.372, 3.989, -4.022)
H (-2.544, 3.242, -5.159)
H (-1.132, 4.097, -5.779)
Ti (-0.034, 0.306, -0.135)
C (-1.952, 0.072, 1.237)
C (-2.358, 0.307, -0.126)
C (-1.903, -0.801, -0.918)
H (-2.966, 1.126, -0.492)
C (-1.228, -1.712, -0.046)
C (-1.288, -1.186, 1.287)
H (-0.939, -1.660, 2.202)
H (-2.182, 0.686, 2.100)
H (-2.153, -0.979, -1.959)
H (-0.811, -2.665, -0.366)
C (2.232, 0.745, 0.195)
C (1.861, -0.228, 1.178)
C (1.478, -1.410, 0.490)
H (1.876, -0.099, 2.264)
C (1.570, -1.177, -0.925)
C (2.054, 0.162, -1.112)
H (2.349, 0.617, -2.054)
H (2.677, 1.722, 0.375)
H (1.199, -2.345, 0.975)
H (1.376, -1.889, -1.724)
O (-0.233, 2.496, -1.033)
C (-0.176, 2.899, 0.165)
C (-0.187, 4.278, 0.798)
C (-0.143, 3.988, 2.301)
C (-0.099, 2.468, 2.434)
O (-0.107, 1.776, 3.433)
N (-0.078, 1.950, 1.140)
H (0.695, 4.844, 0.469)
H (-1.097, 4.822, 0.513)
H (0.750, 4.401, 2.787)
H (-1.034, 4.345, 2.831)



C27H35BBrF2FeN3O3PS5 | wB97M-V/def2-TZVPD

Lowest unoccupied orbital energy (spin up / spin down) = 0.0 / -0.9 eV
Spin multiplicity = 6
Kohn-Sham gap (spin up / spin down) = 5.3 / 6.7 eV
Calculated total energy = -7834.6268 hartree

Atoms and positions in Å:
Fe (0.193, 0.483, 1.575)
C (3.662, 2.371, 5.940)
C (3.278, 0.957, 6.366)
S (2.251, -0.062, 5.288)
C (3.294, -0.314, 3.846)
C (3.479, 0.846, 2.875)
S (1.953, 1.740, 2.541)
C (2.311, 3.498, 2.530)
C (2.915, 4.069, 3.823)
S (2.288, 3.426, 5.387)
H (4.414, 2.337, 5.154)
H (4.134, 2.859, 6.794)
H (2.713, 0.996, 7.300)
H (4.201, 0.417, 6.595)
H (2.836, -1.165, 3.337)
H (4.294, -0.630, 4.156)
H (3.892, 0.479, 1.935)
H (4.170, 1.587, 3.276)
H (1.351, 3.959, 2.303)
H (2.974, 3.717, 1.690)
H (2.720, 5.143, 3.812)
H (4.000, 3.966, 3.807)
Br (-2.199, 3.575, -11.226)
C (-1.980, 3.186, -9.384)
C (-0.800, 3.536, -8.749)
C (-0.657, 3.238, -7.404)
C (-1.676, 2.604, -6.700)
C (-2.852, 2.258, -7.355)
C (-3.004, 2.550, -8.698)
N (-1.398, 2.336, -5.328)
N (-2.394, 1.869, -4.705)
C (-2.262, 1.549, -3.366)
C (-3.471, 1.084, -2.823)
C (-3.580, 0.737, -1.506)
C (-2.457, 0.844, -0.684)
O (-2.650, 0.421, 0.646)
C (-1.208, 1.241, -1.133)
N (-0.098, 1.273, -0.290)
C (1.080, 1.677, -0.830)
C (1.256, 2.039, -2.129)
C (0.159, 2.011, -3.000)
C (-1.090, 1.620, -2.535)
H (-0.007, 4.028, -9.293)
H (0.254, 3.494, -6.880)
H (-3.640, 1.758, -6.811)
H (-3.914, 2.280, -9.215)
H (-4.316, 1.018, -3.494)
H (-4.506, 0.380, -1.079)
H (1.924, 1.677, -0.152)
H (2.235, 2.337, -2.473)
H (0.266, 2.287, -4.035)
C (0.838, -4.906, -0.562)
C (0.787, -5.127, 0.936)
C (2.122, -4.928, 1.618)
O (-0.276, -4.306, 1.493)
P (-0.229, -2.901, 2.228)
S (0.570, -2.860, 3.974)
S (0.639, -1.612, 0.837)
O (-1.752, -2.479, 2.218)
C (-2.963, -3.247, 1.989)
C (-3.108, -3.625, 0.531)
C (-3.057, -4.415, 2.951)
H (1.471, -5.671, -1.015)
H (1.249, -3.927, -0.806)
H (-0.156, -4.980, -1.000)
H (0.432, -6.142, 1.137)
H (2.507, -3.920, 1.461)
H (2.830, -5.633, 1.178)
H (2.061, -5.109, 2.688)
H (-3.734, -2.515, 2.245)
H (-2.354, -4.350, 0.234)
H (-3.022, -2.747, -0.107)
H (-4.092, -4.071, 0.378)
H (-2.329, -5.187, 2.706)
H (-4.054, -4.851, 2.888)
H (-2.886, -4.084, 3.973)
F (-1.779, 0.450, 2.769)
B (-2.157, 1.128, 1.652)
F (-1.896, 2.432, 1.705)



C27H35BeN5O3P2 | wB97M-V/def2-TZVPD

Lowest unoccupied orbital energy = -1.8 eV
Spin multiplicity = 1
Kohn-Sham gap = 6.5 eV
Calculated total energy = -2246.5702 hartree

Atoms and positions in Å:
Be (-4.377, 0.843, -2.219)
C (-4.507, 0.540, 3.235)
C (-3.517, 1.312, 2.768)
C (-2.158, 0.839, 2.322)
C (-2.236, 0.062, 1.004)
C (-2.043, -1.406, 1.290)
C (-2.809, -2.102, 2.161)
C (-3.242, -1.756, 3.564)
C (-4.546, -0.916, 3.587)
C (-4.882, -0.173, -3.476)
H (-5.483, 1.011, 3.400)
H (-3.713, 2.380, 2.619)
H (-1.740, 0.168, 3.071)
H (-1.495, 1.709, 2.249)
H (-3.252, 0.136, 0.591)
H (-1.531, 0.486, 0.260)
H (-1.469, -1.951, 0.528)
H (-3.258, -3.028, 1.793)
H (-2.446, -1.258, 4.133)
H (-3.429, -2.681, 4.149)
H (-5.308, -1.425, 2.967)
H (-4.940, -0.950, 4.616)
H (-5.863, -0.598, -3.179)
H (-4.256, -1.067, -3.639)
H (-5.031, 0.281, -4.467)
P (1.321, -0.901, -1.886)
P (1.448, 1.820, 0.128)
N (1.574, -2.632, -1.617)
N (2.300, -0.926, -3.444)
N (1.862, 1.020, 1.697)
N (2.233, 3.388, 0.539)
C (2.798, -0.442, -0.868)
C (2.938, 1.088, -0.703)
C (0.503, -3.529, -1.649)
C (0.999, -4.813, -1.451)
C (2.420, -4.711, -1.312)
C (2.749, -3.366, -1.420)
C (1.792, -0.360, -4.613)
C (2.761, -0.425, -5.608)
C (3.923, -1.035, -5.032)
C (3.608, -1.342, -3.711)
C (0.921, 0.175, 2.289)
C (1.455, -0.372, 3.449)
C (2.800, 0.094, 3.546)
C (3.045, 0.882, 2.429)
C (3.259, 3.795, 1.405)
C (3.630, 5.102, 1.107)
C (2.811, 5.529, 0.006)
C (1.986, 4.466, -0.335)
H (3.715, -0.774, -1.386)
H (2.730, -0.960, 0.114)
H (3.829, 1.316, -0.082)
H (3.057, 1.590, -1.688)
H (-0.499, -3.154, -1.790)
H (0.414, -5.712, -1.396)
H (3.123, -5.510, -1.141)
H (3.716, -2.879, -1.336)
H (0.785, 0.039, -4.622)
H (2.656, -0.085, -6.626)
H (4.872, -1.227, -5.507)
H (4.228, -1.816, -2.961)
H (-0.036, 0.033, 1.817)
H (0.933, -1.019, 4.141)
H (3.510, -0.104, 4.337)
H (3.969, 1.351, 2.126)
H (3.632, 3.172, 2.200)
H (4.394, 5.672, 1.624)
H (2.836, 6.505, -0.464)
H (1.237, 4.369, -1.105)
O (-5.752, 2.060, 0.428)
N (-5.352, 1.589, -0.591)
O (-4.855, 0.302, -0.721)
O (-4.753, 2.280, -1.642)